The following is a DFT calculation (ωB97M-V/def2-TZVPD) of a single C7H7N molecule in a non-equilibrium geometry.

Its energy relative to the best compared isomer or geometry (same formula, charge and spin) is 3.823 eV. The calculation puts the largest force on an atom at 0.0878 Eh/bohr. The highest occupied orbital energy comes out at -8.36 eV. The LUMO energy comes out at 0.485 eV. The total energy is -8857.801 eV. For the HOMO-LUMO gap, the calculation gives 8.848 eV.

Structure (ORCA input):
```
! wB97M-V def2-TZVPD RIJCOSX def2/J DEFGRID3
* xyz 0 1
C -0.556 -1.358 -1.211
C 0.662 -1.962 -0.738
C -1.230 -0.293 -0.762
C 1.284 -1.583 0.339
C -0.969 1.784 0.354
C 2.045 -0.991 1.148
C -1.163 3.048 0.686
N -0.641 0.632 0.143
H -1.107 -1.829 -2.087
H 1.049 -2.714 -1.371
H -2.196 -0.008 -1.133
H 2.307 -1.112 2.273
H 2.807 -0.516 0.510
H -1.485 3.031 1.725
H -0.808 3.871 0.123
*
```

Mulliken population analysis, charges in e, atoms 1 to 5: number 1, C, carries -0.1004; number 2, C, carries -0.4752; number 3, C, carries -0.3502; number 4, C, carries 0.3094; number 5, C, carries 0.6698